<1>
{
  "formula": "C7H11N",
  "method": "wB97M-V/def2-TZVPD",
  "symbols": ["C", "C", "C", "C", "C", "C", "C", "H", "H", "H", "H", "H", "H", "H", "H", "H", "H", "H", "N"],
  "positions_angstrom": [[1.6649, -0.9359, -1.2493], [0.5851, -0.4664, -0.3067], [-0.6650, 0.1507, -0.8099], [-1.9280, 0.2026, 0.0987], [-1.4605, 1.0812, 1.2184], [-0.1960, 1.5032, 1.1384], [0.3748, 1.0553, -0.1556], [1.5855, -0.3787, -2.1661], [1.6489, -2.0272, -1.5690], [2.6733, -0.7950, -0.8365], [1.3682, -1.0910, 1.4845], [0.5152, -2.2081, 0.6953], [-0.9207, 0.0766, -1.8728], [-2.2369, -0.7884, 0.4306], [-2.7645, 0.6992, -0.4167], [-2.0937, 1.3052, 2.1363], [0.3125, 2.0792, 1.9219], [1.0213, 1.7286, -0.6815], [0.5154, -1.1911, 0.9399]],
  "homo_energy_ha": -0.3076,
  "charge": 0,
  "gap_ev": 9.433,
  "smiles": "C[C@@]1(N)[C@@H]2C=CC[C@@H]21",
  "e_lumo_ev": 1.1
}



<2>
{
  "formula": "C7H11N",
  "method": "wB97M-V/def2-TZVPD",
  "symbols": ["C", "C", "C", "C", "C", "C", "C", "N", "H", "H", "H", "H", "H", "H", "H", "H", "H", "H", "H"],
  "positions_angstrom": [[-0.1079, -1.0439, 1.2127], [-1.1860, -1.9632, -0.8918], [-1.1970, 1.9609, -0.0690], [-0.5217, -0.8166, -0.2010], [-0.2203, 0.3140, -0.9112], [1.0838, 1.0542, -0.8123], [2.0297, 1.0427, 0.1255], [-1.0462, 2.5557, 0.9321], [-0.3885, 2.8899, 1.6193], [-0.6133, 0.3611, -1.9224], [1.2069, 1.7288, -1.6549], [-0.0243, -0.1124, 1.7719], [0.8949, -1.4978, 1.2528], [-0.8061, -1.7109, 1.7131], [-2.0641, -2.2927, -0.3140], [-0.5040, -2.8204, -0.9515], [-1.5144, -1.7045, -1.9017], [2.9198, 1.6440, 0.0074], [2.0588, 0.4113, 0.9947]],
  "homo_energy_ha": -0.2751,
  "charge": 0,
  "gap_ev": 7.995,
  "e_lumo_ev": 0.5
}



<3>
{
  "formula": "C7H11N",
  "method": "wB97M-V/def2-TZVPD",
  "symbols": ["C", "C", "C", "C", "C", "C", "C", "H", "H", "H", "H", "H", "H", "H", "H", "H", "H", "H", "N"],
  "positions_angstrom": [[-1.1939, -1.4083, 0.0236], [-1.8561, -0.0738, -0.2991], [-0.9292, 1.1975, -0.0548], [0.9192, 1.1846, -0.2179], [1.9770, -0.0261, -0.6072], [0.2168, -0.7225, 0.2449], [0.1889, 0.6445, 0.9589], [-1.5921, -1.5020, 0.9389], [-1.0837, -2.1719, -0.8816], [-2.6894, 0.1971, 0.2666], [-2.1887, 0.1378, -1.4362], [-1.6796, 2.2244, -0.0064], [1.4615, 2.1421, -0.0233], [2.1703, -0.1704, -1.7325], [2.8773, 0.2128, 0.1217], [1.9954, -1.2435, 1.2352], [-0.0873, -0.3502, -0.9030], [0.0342, 0.8666, 2.1154], [1.4595, -1.1386, 0.2567]],
  "homo_energy_ha": -0.3078,
  "charge": 0,
  "gap_ev": 9.501,
  "smiles": "C1C[C@@H]2NC[C@H]3[C@@H]1[C@H]32",
  "e_lumo_ev": 1.1
}



<4>
{
  "formula": "C7H11N",
  "method": "wB97M-V/def2-TZVPD",
  "symbols": ["C", "C", "C", "C", "C", "C", "C", "H", "H", "H", "H", "H", "H", "H", "H", "H", "H", "H", "N"],
  "positions_angstrom": [[-2.6155, 1.0800, -0.9991], [-1.3984, 0.5690, -0.9075], [-0.6660, 0.4684, 0.3569], [-0.6118, -1.1479, 0.6736], [0.8300, -1.6264, 0.4170], [1.5670, -0.3200, 0.6746], [0.8113, 0.6520, -0.1712], [-3.1415, 0.9986, -1.9574], [-3.1600, 1.6478, -0.2437], [-1.0863, -0.1297, -1.7639], [-0.8929, 1.1871, 1.2070], [-0.9834, -1.4314, 1.6529], [-1.2312, -1.6962, -0.0311], [0.9646, -2.1177, -0.6041], [0.9936, -2.5025, 1.0427], [1.5816, -0.0967, 1.7694], [2.8658, 0.4502, -0.6964], [0.6694, 0.3239, -1.1831], [2.2744, 0.7594, 0.0774]],
  "homo_energy_ha": -0.3019,
  "charge": 0,
  "gap_ev": 9.313,
  "smiles": "C=C[C@H]1CC[C@H]2N[C@H]12",
  "e_lumo_ev": 1.1
}



Most favorable structure: <1>. The second most favorable one is 55.2 kcal/mol above it.



<1>
{
  "formula": "C7H11N",
  "method": "wB97M-V/def2-TZVPD",
  "symbols": ["C", "C", "C", "C", "N", "C", "C", "C", "H", "H", "H", "H", "H", "H", "H", "H", "H", "H", "H"],
  "positions_angstrom": [[0.4733, 0.3105, -2.0700], [-0.6534, -1.6044, -0.7494], [-1.2890, 0.4880, 1.4270], [-0.2779, -0.1589, -0.8686], [1.8029, 0.4075, 1.4658], [-0.5042, 0.8094, 0.1774], [1.2448, 0.5572, 0.2668], [1.5458, 0.2478, -1.0022], [2.6907, -0.0718, 1.5451], [1.5916, 1.0300, 2.2338], [0.2427, 1.3077, -2.4404], [0.6047, -0.4073, -2.8759], [-0.6816, 1.8277, -0.1764], [-1.4534, -1.8338, -1.4627], [-1.0327, -1.8823, 0.2356], [0.1867, -2.2661, -0.9717], [-2.3600, 0.4144, 1.2090], [-0.9697, -0.4518, 1.8825], [-1.1614, 1.2762, 2.1743]],
  "homo_energy_ha": -0.2353,
  "charge": 0,
  "gap_ev": 7.372,
  "e_lumo_ev": 1.0
}



<2>
{
  "formula": "C7H11N",
  "method": "wB97M-V/def2-TZVPD",
  "symbols": ["C", "C", "C", "C", "C", "C", "C", "H", "H", "H", "H", "H", "H", "H", "H", "H", "H", "H", "N"],
  "positions_angstrom": [[-1.7272, -0.7713, 0.2003], [-1.5450, 0.8093, 0.1943], [-0.2858, 0.6832, -0.5516], [1.0253, 1.0087, 0.0795], [1.8418, -0.0818, -0.6361], [0.9702, -1.0680, 0.2345], [-0.3436, -0.8375, -0.5263], [-2.6682, -0.9584, -0.3491], [-1.8978, -1.3034, 1.1608], [-1.3113, 1.3263, 1.1818], [-2.3577, 1.3678, -0.3696], [-0.1106, 1.1634, -1.5499], [1.2496, 2.0331, 0.3376], [1.8451, -0.0541, -1.6718], [2.8072, -0.1161, -0.0892], [1.5310, -2.0213, 0.4833], [0.2997, 0.1026, 2.0250], [-0.4219, -1.3096, -1.4586], [1.0993, 0.0272, 1.3051]],
  "homo_energy_ha": -0.3375,
  "charge": 0,
  "gap_ev": 10.301,
  "smiles": "C1C[C@H]2[C@@H]1[C@@H]1C[C@H]2N1",
  "e_lumo_ev": 1.1
}



Most favorable structure: <2>. The second most favorable one is 31.3 kcal/mol above it.



<1>
{
  "formula": "C7H11N",
  "method": "wB97M-V/def2-TZVPD",
  "symbols": ["C", "C", "C", "C", "C", "C", "C", "N", "H", "H", "H", "H", "H", "H", "H", "H", "H", "H", "H"],
  "positions_angstrom": [[-2.0017, -0.0977, -0.8586], [2.4864, -0.3343, -0.3076], [0.1012, -0.3685, 0.6453], [-1.2332, 0.3641, 0.3632], [1.1729, 0.3164, -0.0060], [0.0558, -1.5100, 1.3478], [0.7070, 1.4522, -0.6407], [-1.8438, 0.9904, 1.3329], [-2.8370, 1.1090, 1.1162], [-1.4152, -0.7758, -1.4828], [-2.2872, 0.7779, -1.4478], [-2.9172, -0.6102, -0.5508], [2.8808, 0.0031, -1.2730], [2.4194, -1.4246, -0.3588], [3.2247, -0.0617, 0.4544], [0.9210, -2.1595, 1.4229], [-0.8493, -1.7925, 1.8770], [0.1391, 2.2443, -0.1661], [1.2763, 1.8777, -1.4674]],
  "homo_energy_ha": -0.3165,
  "charge": 0,
  "gap_ev": 8.878,
  "smiles": "[H]/N=C(\\C)C(=C)C(=C)C",
  "e_lumo_ev": 0.3
}



<2>
{
  "formula": "C7H11N",
  "method": "wB97M-V/def2-TZVPD",
  "symbols": ["C", "C", "C", "N", "H", "H", "H", "H", "H", "C", "C", "C", "C", "H", "H", "H", "H", "H", "H"],
  "positions_angstrom": [[-1.9568, -0.1994, -0.2635], [1.0261, -0.0456, 2.1654], [-1.9510, -1.3047, 0.4700], [1.1042, -0.9249, 1.2802], [-2.8454, 0.0454, -0.8349], [0.8229, -0.3306, 3.1929], [0.9523, 1.0304, 1.9325], [-2.8149, -1.9632, 0.5036], [-1.1122, -1.6052, 1.0803], [-0.7940, 0.6680, -0.5113], [1.2303, -0.5530, -0.1920], [-0.6416, 1.2664, -1.7155], [2.2780, 0.1622, -0.6061], [-0.4569, 1.2071, 0.3750], [0.8401, -1.3724, -0.7815], [2.7309, 0.0000, -1.5681], [0.2190, 1.8416, -2.0097], [-1.3471, 1.1402, -2.5207], [2.7160, 0.9378, 0.0034]],
  "homo_energy_ha": -0.3100,
  "charge": 0,
  "gap_ev": 8.855,
  "smiles": "C=CC=C.C=CN=C",
  "e_lumo_ev": 0.4
}



Most favorable structure: <1>. The second most favorable one is 43.7 kcal/mol above it.



<1>
{
  "formula": "C7H11N",
  "method": "wB97M-V/def2-TZVPD",
  "symbols": ["C", "C", "C", "C", "C", "C", "C", "H", "H", "H", "H", "H", "H", "H", "H", "H", "H", "H", "N"],
  "positions_angstrom": [[0.3654, 1.3231, -0.3019], [1.3852, 0.2899, -0.2822], [0.6324, -0.7381, -1.0179], [-0.6861, -1.1008, -0.1751], [-1.1710, -0.2426, 0.9420], [-1.0438, 1.0340, 0.1526], [-1.7382, -0.1546, -0.4071], [0.8392, 1.7752, 0.4680], [0.5934, 1.8215, -1.2984], [2.2187, 0.5965, -0.9277], [0.3089, -0.6015, -1.9817], [1.6103, -1.5081, -1.1881], [-1.0965, -2.1706, -0.1572], [0.7570, -0.5465, 1.3906], [-1.5664, -0.4357, 1.9910], [-1.6007, 2.1264, 0.3236], [-2.7931, -0.4506, -0.5960], [1.9655, -1.2820, 1.0903], [1.7571, -0.2558, 1.0605]],
  "homo_energy_ha": -0.3326,
  "charge": 0,
  "gap_ev": 10.028,
  "smiles": "N[C@H]1C[C@@H]2[C@@H]3[C@H](C1)[C@H]23",
  "e_lumo_ev": 1.0
}



<2>
{
  "formula": "C7H11N",
  "method": "wB97M-V/def2-TZVPD",
  "symbols": ["C", "C", "C", "C", "C", "C", "C", "N", "H", "H", "H", "H", "H", "H", "H", "H", "H", "H", "H"],
  "positions_angstrom": [[0.3914, -0.8712, 1.0219], [0.2455, 0.5304, 1.6054], [-0.6220, 1.4359, 0.5743], [-0.8380, 1.2704, -2.1058], [0.5713, 1.5030, -1.6715], [-0.3047, 0.8271, -0.7944], [0.4360, -3.3122, 0.8814], [0.3238, -1.9796, 1.4516], [-0.0085, 0.4361, 2.6815], [1.1933, 0.9807, 1.6874], [-1.6762, 1.4199, 0.7189], [-0.2715, 2.4918, 0.5789], [-1.6420, 2.1468, -1.9686], [-1.1603, 0.5494, -2.9599], [1.3190, 0.9400, -2.2805], [0.7262, 2.5068, -1.4148], [1.4855, -3.6547, 0.8618], [0.0829, -3.3292, -0.1329], [-0.2518, -3.8913, 1.2653]],
  "homo_energy_ha": [-0.2790, -0.2472],
  "charge": 0,
  "gap_ev": [8.071, 7.183],
  "e_lumo_ev": [0.5, 0.5]
}



Most favorable structure: <1>. The second most favorable one is 14.4 kcal/mol above it.



<1>
{
  "formula": "C7H11N",
  "method": "wB97M-V/def2-TZVPD",
  "symbols": ["C", "C", "C", "C", "C", "C", "C", "N", "H", "H", "H", "H", "H", "H", "H", "H", "H", "H", "H"],
  "positions_angstrom": [[0.9290, 0.4631, -1.7268], [-1.3091, -1.2862, -1.2463], [-0.9890, -0.6442, -0.1233], [-1.7577, -0.4862, 1.1572], [1.7554, -0.4514, 0.4201], [0.5674, 1.8491, 0.3073], [0.7909, 0.4811, -0.3328], [1.0779, 0.2855, -2.8583], [-0.6495, -1.3011, -2.1658], [-2.0463, -2.1824, -1.1416], [-1.8338, -1.3541, 1.7437], [-2.8625, -0.2063, 0.9391], [-1.1268, 0.2219, 1.8539], [2.1382, -1.1297, -0.2803], [1.1886, -1.0651, 1.0874], [2.4511, 0.2273, 0.8940], [0.1669, 1.7986, 1.2387], [-0.0255, 2.5534, -0.3276], [1.5347, 2.2268, 0.5611]],
  "homo_energy_ha": -0.3396,
  "charge": 0,
  "gap_ev": 9.874,
  "e_lumo_ev": 0.6
}



<2>
{
  "formula": "C7H11N",
  "method": "wB97M-V/def2-TZVPD",
  "symbols": ["C", "C", "C", "C", "C", "C", "C", "H", "H", "H", "H", "H", "H", "H", "H", "H", "H", "H", "N"],
  "positions_angstrom": [[-1.1297, -1.0485, 1.1255], [-1.9613, -0.0988, 0.4676], [-1.5603, 0.3748, -0.7933], [-0.5521, -0.1799, -1.4829], [0.1015, -1.3047, -0.9148], [-0.0925, -1.5523, 0.4337], [2.3989, 1.3560, -0.1136], [-1.3071, -1.6430, 2.0266], [-2.7675, 0.3778, 1.0493], [-2.0608, 1.3276, -1.0228], [-0.1409, 0.2137, -2.3867], [0.9246, -1.8997, -1.5444], [0.6620, -2.3275, 0.7837], [0.5510, 1.3901, 1.0123], [1.7812, 1.5071, 1.9292], [3.2830, 2.1568, -0.3668], [2.9333, 0.3021, 0.1587], [1.6159, 1.1457, -1.0284], [1.6141, 1.7386, 1.0080]],
  "homo_energy_ha": -0.3175,
  "charge": 0,
  "gap_ev": 9.524,
  "smiles": "c1ccccc1.CN",
  "e_lumo_ev": 0.9
}



<3>
{
  "formula": "C7H11N",
  "method": "wB97M-V/def2-TZVPD",
  "symbols": ["C", "C", "C", "C", "C", "C", "C", "H", "H", "H", "H", "H", "H", "H", "H", "H", "H", "H", "N"],
  "positions_angstrom": [[0.9891, -0.2619, 1.4139], [0.7288, -0.4775, -0.0853], [1.7674, 0.1313, -0.7972], [0.4971, 0.9587, -0.7941], [-0.6541, 1.6790, -0.0548], [-1.6253, 0.6120, 0.1584], [-1.5514, -0.8482, -0.2017], [0.3687, -1.0800, 2.1776], [0.8348, 1.0033, 1.7863], [2.2087, -0.6303, 1.7699], [2.5678, 0.3855, -0.2312], [1.7937, -0.1576, -1.9281], [-0.0036, 0.8109, -1.7145], [-0.8524, 2.7630, 0.5394], [-2.5098, 0.6711, 0.8483], [-1.7702, -0.7720, -1.4613], [-2.4353, -1.6709, 0.2769], [-0.0958, -1.5909, -1.3119], [-0.2580, -1.5255, -0.3905]],
  "homo_energy_ha": -0.3090,
  "charge": 0,
  "gap_ev": 9.251,
  "smiles": "C[C@]12C[C@@H]1C=CCN2",
  "e_lumo_ev": 0.8
}



Most favorable structure: <2>. The second most favorable one is 25.8 kcal/mol above it.